1.
# C37H38FN3O6

The molecule C37H38FN3O6 (ωB97M-V/def2-TZVPD, OMol25).

XYZ file:
```
85
Properties=species:S:1:pos:R:3:lowdin_charge:R:1
C 2.29594 0.24646 1.30779 -0.245
C 0.01608 -1.04424 -1.34360 -0.047
O -3.38314 3.20982 -0.58159 0.035
H 0.39588 4.02236 0.84639 0.094
H -8.03922 0.63615 1.13220 0.098
C 1.88806 1.60546 1.88981 -0.454
H 2.53034 -0.55866 3.28134 0.131
C 4.88345 -3.30016 0.51176 0.003
C -4.61790 3.83915 1.73963 -0.040
C 3.49534 -1.88585 1.89250 -0.216
H 5.70718 -3.43813 -0.17091 0.117
H 1.96212 -2.90056 2.99430 0.117
C 6.36893 1.04644 -3.01217 -0.076
H -2.95416 2.29903 3.49692 0.094
C -5.87683 -0.97751 -0.69484 -0.174
H 3.08362 -0.59780 -1.74987 0.140
C -3.63317 -1.66281 -2.21853 -0.042
C 4.13320 1.22065 0.03045 -0.427
H 5.15029 -1.19519 0.73063 0.107
H 6.17103 2.16329 -4.82665 0.102
C 4.61632 2.62883 -3.43103 -0.073
N -1.83440 0.75291 -0.80616 0.039
C -0.73359 0.00589 -0.60335 -0.163
H -6.27742 0.88564 1.23851 0.083
C -3.61064 1.85823 2.74100 -0.061
H 4.01937 0.07584 2.56578 0.127
O -6.98023 -0.67164 0.06378 -0.110
C -4.61433 -2.59654 -1.95134 0.005
C -0.20227 0.28422 0.63563 -0.109
H -4.53472 -3.60559 -2.32336 0.121
H 7.26299 0.53279 -3.33349 0.104
H -7.74356 -2.90004 0.65207 0.093
H -8.46222 -2.42268 -0.90634 0.096
O -6.59798 -3.33291 -1.02867 -0.068
C 1.32863 -1.09361 -0.52878 -0.177
C 4.56117 -2.05321 1.01407 -0.019
C 2.36545 -0.11353 -1.08356 -0.072
H -0.50930 -2.00214 -1.29680 0.122
C 3.12376 -0.51498 2.36781 -0.047
C -3.76782 -0.37163 -1.73914 -0.192
H 0.82141 -1.31839 1.61081 0.150
H -5.63986 3.50403 1.93695 0.086
F 4.43150 -5.61216 0.41676 0.052
C -5.74247 -2.28705 -1.19633 -0.197
N -3.72976 2.71044 1.58618 -0.143
C 4.08207 2.37118 -2.18123 -0.028
H 2.11086 4.52811 0.91305 0.097
H -8.33119 -4.14623 -0.47692 0.093
H -2.08932 0.41103 -2.82631 0.133
C -2.05697 1.49054 0.33628 -0.124
C 1.02849 -0.52723 0.88688 -0.089
C 2.77120 -3.00562 2.28616 -0.038
O 1.64748 1.79275 3.05184 0.132
H 1.86194 0.68977 -1.63520 0.135
C 5.84217 0.79168 -1.75764 -0.022
C -7.84948 -3.17141 -0.40015 -0.076
H 3.19941 2.89530 -1.84395 0.120
H 0.20159 -0.80877 -2.39282 0.121
C 1.37044 3.82704 1.29693 -0.016
H -3.21909 0.88472 2.45489 0.087
N 3.03884 0.42991 0.07386 0.038
C 3.08042 -4.26317 1.79840 -0.004
H -4.97752 0.96241 -0.62373 0.102
C 4.12933 -4.38966 0.90752 -0.280
H 6.32732 0.08703 -1.09816 0.113
H 2.52407 -5.13654 2.10026 0.117
O 1.77821 2.51645 0.92856 -0.028
H -7.16597 1.37651 -0.23235 0.103
C -4.88676 -0.04914 -0.98322 0.039
C -1.04128 1.21952 1.24707 0.043
C 4.69020 1.44522 -1.34219 -0.149
C -3.10065 2.52400 0.39660 -0.420
H 1.30726 3.90471 2.38344 0.093
C 5.75624 1.96265 -3.84988 -0.087
H -2.77434 -1.94032 -2.81041 0.108
H 1.74543 -2.10024 -0.47700 0.143
C -2.70266 0.67220 -1.96091 -0.059
H -4.60038 4.41285 0.81502 0.085
C -7.10642 0.63372 0.56940 -0.072
O 4.63766 1.70857 1.02539 0.105
H -3.15122 1.65643 -2.11442 0.121
H 4.14392 3.35242 -4.07906 0.104
H -4.28574 4.46881 2.56791 0.093
H -4.59981 1.72706 3.18726 0.086
H -0.91042 1.67615 2.20744 0.115
```

Summary:
Energy relative to the best compared isomer or geometry (same formula, charge and spin) in kcal/mol: 4.5
F_max in hartree/bohr: 0.015
DFT total energy in eV: -58459.2720
Gap between HOMO and LUMO in eV: 8.70
SMILES string: COC(=O)[C@@]1(Cc2ccc(F)cc2)[C@H]2c3cc(C(=O)N(C)C)n(Cc4ccc(OC)c(OC)c4)c3C[C@H]2CN1C(=O)c1ccccc1

---

2.
# C5H9N5

A structure of composition C5H9N5 in a non-equilibrium geometry (ωB97M-V/def2-TZVPD, OMol25).

XYZ file:
```
19
Properties=species:S:1:pos:R:3:lowdin_charge:R:1
H 3.27693 -0.42600 1.60329 0.022
H 3.13330 1.63801 0.65361 0.110
N 2.65704 0.87230 0.32549 0.118
C -0.22073 -1.06511 -0.97495 -0.125
N -2.74272 0.28479 1.31379 0.068
H -0.33708 -0.80242 -1.87648 0.019
H -1.63288 1.29259 -1.19019 -0.069
C 0.97301 -0.38352 -0.25736 -0.440
H -3.35970 -0.54827 1.97211 0.165
H -2.01202 -2.07421 0.06832 0.253
C 2.64117 -0.26596 1.00354 -0.125
N 1.60931 -1.03310 0.60521 0.131
H 1.29354 1.40327 -1.37511 0.104
C 1.49345 0.73457 -0.57673 -0.024
H -1.86118 2.14051 -0.11725 0.089
H 0.02836 -2.25773 -1.03658 0.168
C -2.00372 0.18772 0.35468 -0.653
N -1.39883 -0.96667 -0.10508 -0.008
N -1.53724 1.26922 -0.39030 0.197
```

Summary:
Energy relative to the best compared isomer or geometry (same formula, charge and spin) in kcal/mol: 105.3
F_max in hartree/bohr: 0.359
DFT total energy in eV: -12774.9461
Gap between HOMO and LUMO in eV: 9.06

---

3.
# C5H14N2

The ion C5H14N2 with charge +2 in a non-equilibrium geometry (ωB97M-V/def2-TZVPD, OMol25).

XYZ file:
```
21
Properties=species:S:1:pos:R:3:lowdin_charge:R:1
H -2.03474 -0.03150 1.63464 0.113
C 2.86579 -2.12516 -0.29470 0.218
C -0.22349 -0.06131 -0.69934 -0.114
H 0.80616 -0.97650 1.09589 0.134
H 2.36678 -0.49039 -1.19010 0.179
H 2.63575 -3.06749 0.19546 0.146
C -1.24166 0.71499 1.55035 -0.034
H -0.03466 1.90213 0.29794 0.160
C 0.66389 -1.06168 0.02368 -0.105
N -1.91498 1.80773 -0.55472 0.232
H -2.70862 2.00753 0.05835 0.179
H 0.17636 -2.03773 -0.07932 0.154
N 2.02565 -1.20541 -0.55243 0.064
H -2.36097 1.33612 -1.35953 0.182
H 0.37903 0.30415 -1.54628 0.131
H 3.87255 -2.05265 -0.69495 0.141
H -0.42632 0.32657 2.15825 0.091
C -0.74955 1.08964 0.16541 -0.294
H -1.03512 -0.55669 -1.22936 0.134
H -1.60145 1.60173 2.07597 0.106
H -1.46044 2.57593 -1.05519 0.181
```

Summary:
Energy relative to the best compared isomer or geometry (same formula, charge and spin) in kcal/mol: 13.4
F_max in hartree/bohr: 0.035
DFT total energy in eV: -8374.7711
Gap between HOMO and LUMO in eV: 11.91
Charge: +2
SMILES string: C=[NH+]CC[C@H](C)[NH3+]

---

4.
# C47H45N3O11PS2

A cluster of 3 separate species, C47H45N3O11PS2 in total in a non-equilibrium geometry (ωB97M-V/def2-TZVPD, OMol25).

XYZ file:
```
109
Properties=species:S:1:pos:R:3:lowdin_charge:R:1
H -4.31845 -3.81203 0.83349 0.122
H 1.12061 -6.50237 4.33456 0.037
C -0.19696 5.85786 -3.43055 0.001
C 3.62988 2.50218 -0.89432 -0.003
H -7.02675 -8.90589 3.28610 0.121
C 4.84994 8.33348 -2.56914 -0.047
C 8.13950 11.21753 -0.24094 -0.084
H -1.11763 -6.25801 1.06994 0.100
H -3.79437 -11.31619 1.69141 0.113
H -0.12981 6.92553 -3.27442 0.122
H 4.31473 8.94039 -4.55735 0.109
H 5.33064 2.39753 0.40056 0.108
C 6.46842 9.71513 -1.45232 -0.081
C -4.88968 -8.94107 3.67536 -0.064
P -0.77504 -5.47152 3.67181 0.895
C -3.09508 -7.20370 5.07550 -0.150
H -0.94106 -0.83953 -2.24767 0.089
H 8.74690 10.93419 1.78869 0.120
H -0.40208 2.03793 -3.96992 0.113
C -3.51020 -5.28529 -0.91835 -0.540
O 7.19098 9.30038 0.75341 0.102
O -4.62643 -4.56941 -1.07013 0.024
H -2.12432 -6.95776 5.48729 0.092
C -1.99538 -6.67997 2.95657 -0.257
C 7.48043 11.69627 -2.62059 -0.277
C 1.85316 5.63392 -2.05390 -0.272
C -3.77652 -8.24097 2.94827 -0.122
H -5.01183 -9.92440 3.23107 0.112
C 0.75379 5.02517 -2.85425 -0.081
C 5.62050 8.61562 -1.45457 0.001
O 7.59494 12.37285 -3.61982 0.109
N -2.95576 -7.39140 3.61076 0.043
C 8.85145 11.54829 0.90515 -0.003
C -3.58212 -1.42899 0.51681 -0.019
C 9.68144 12.65605 0.90725 -0.057
C 6.55572 10.52759 -2.58386 -0.083
C 3.83316 5.25926 -0.60547 -0.002
O -3.55480 -0.08514 -2.19710 0.126
H -4.68743 -9.01497 -0.17781 0.092
H 10.46398 14.29663 -0.23536 0.108
H -3.71125 -5.53852 6.29296 0.084
H 4.18589 7.48173 -2.56500 0.079
H -7.51322 -8.04583 1.47107 0.118
H -3.71450 -6.78235 -2.48491 0.104
H -5.25754 -1.57034 -0.78826 0.150
C -4.35424 -2.14408 -0.57305 -0.309
C -6.25604 -8.18831 3.56761 -0.041
H 5.84581 10.88667 -4.56734 0.121
C -3.64072 -8.43254 1.58171 -0.143
C 5.77714 10.24551 -3.69954 0.000
C -4.52402 -9.39739 0.82442 -0.134
C 9.81007 13.43473 -0.23786 -0.055
C -1.67027 -1.33423 -2.88570 -0.429
H -4.13247 -1.53572 1.45301 0.092
H -5.49334 -9.48006 1.31473 0.103
H -3.37183 -8.14872 5.52631 0.113
C -3.89558 -10.77406 0.75005 -0.229
O -6.97752 -7.24598 1.42175 0.130
H -4.67517 -7.04843 -1.02862 0.086
C 9.10009 13.11229 -1.38169 -0.001
H -2.61429 -1.91630 0.65491 0.100
O -2.49491 -4.87252 -0.42982 0.091
C -1.21729 5.31648 -4.19255 -0.052
C 0.67537 3.64197 -3.03677 -0.081
C -0.34348 3.10615 -3.81595 -0.002
C -1.85485 -6.83412 1.60662 -0.081
C -1.28570 3.94204 -4.39072 -0.053
C 1.66392 2.72795 -2.39483 -0.276
C -3.70607 -6.71517 -1.39829 -0.308
H -1.90143 -3.49059 -4.01221 -0.138
H 5.51781 4.85168 0.64891 0.112
H -1.66263 -0.87352 -3.86850 0.082
C -4.81392 -3.53297 -0.09428 -0.081
H -6.54736 -7.77372 4.52822 0.123
O -1.75371 -4.69346 4.72894 -0.295
H 3.89966 6.33238 -0.49525 0.104
C 4.92472 9.15457 -3.68972 -0.046
C 8.25733 12.00827 -1.38604 -0.082
C 7.26159 10.01324 -0.22610 -0.277
H -3.64794 -10.75333 -1.11650 0.049
O 1.60289 1.52640 -2.55539 0.096
C -6.24577 -7.06377 2.54080 -0.511
C -4.11259 -6.13243 5.47771 -0.047
H -5.88451 -3.50140 0.08901 0.138
O 1.95641 6.83794 -1.94282 0.098
H -0.13505 -7.43008 4.80474 0.039
C -3.03543 -1.16946 -2.25940 -0.538
H -1.96091 5.96510 -4.63592 0.110
H -2.08005 3.52223 -4.99335 0.109
N 0.16907 -6.47128 4.68192 -0.161
H -5.05275 -6.57418 5.80112 0.074
C 4.62944 3.04729 -0.10600 -0.053
H 3.54192 1.43121 -1.01281 0.119
C -2.66867 -7.71094 0.90184 -0.398
H -3.45852 -0.37006 0.31604 0.085
O -3.62976 -2.29162 -1.80170 -0.010
H 5.57262 7.99104 -0.57312 0.108
S -1.05000 -3.02849 -3.09183 0.743
C 2.72595 3.33389 -1.54296 -0.083
H -4.32332 -5.45355 4.65886 0.070
H 9.18971 13.71256 -2.27631 0.121
H 10.23187 12.91485 1.80199 0.107
H -4.65988 -9.11854 4.71733 0.112
H -1.24245 -3.96891 5.11110 0.065
O -5.59763 -6.06002 2.66441 0.125
S -2.39044 -7.83218 -0.84703 1.028
N -3.50811 -11.34901 -0.29880 0.131
C 2.82496 4.71825 -1.39278 -0.078
C 4.73436 4.42665 0.03548 -0.045
```

Summary:
F_max in hartree/bohr: 0.022
DFT total energy in eV: -107417.1213
Gap between HOMO and LUMO in eV: 6.31
Charge: +1